Formula: C22H40ClF3N3O8S
Source: the OMol25 dataset
Level of theory: wB97M-V/def2-TZVPD

Properties
Frontier orbital gap ... 9.7232 eV
HOMO ... -0.473 Eh
Electronic energy ... -75807.5271 eV

The geometry in ORCA input format:
```
! RIJCOSX wB97M-V def2-TZVPD def2/J DEFGRID3
* xyz 1 1
C -1.68 4.64 -0.91
C -1.74 3.02 -0.89
O -2.87 2.53 -0.60
O -0.57 2.22 -1.13
C -0.74 1.34 -2.23
O -1.60 1.68 -3.09
C 0.04 -0.01 -2.51
N 0.57 -0.75 -1.32
C -0.34 -1.59 -0.45
C -1.75 -2.11 -0.99
C -2.89 -1.02 -1.23
C -4.38 -1.50 -0.88
F -4.47 -2.48 0.13
F -5.07 -1.86 -2.07
F -5.07 -0.34 -0.38
C -0.19 -1.13 1.11
C -0.84 0.25 1.58
C -1.80 0.05 2.88
C -3.06 -0.82 2.43
C -3.96 -1.39 3.64
S -3.07 -2.52 4.81
O -2.90 -1.80 6.11
O -3.96 -3.72 5.08
Cl -1.29 -3.28 4.04
C 1.43 -0.87 1.03
N 2.12 -0.31 2.21
C 1.57 -0.08 -0.40
O 2.93 -0.13 -0.89
C 3.18 1.03 -1.76
C 4.29 2.02 -1.11
C 3.67 2.84 0.16
C 4.68 3.07 -2.29
C 3.60 4.25 -2.39
C 6.16 3.63 -1.94
H -2.45 5.05 -1.65
H -2.07 4.96 0.13
H -0.62 5.04 -1.07
H -0.63 -0.72 -3.12
H 0.92 0.24 -3.21
H 1.17 -1.47 -1.77
H 0.27 -2.58 -0.41
H -2.07 -3.00 -0.30
H -1.55 -2.62 -2.02
H -2.74 -0.01 -0.72
H -2.90 -0.79 -2.37
H -0.32 -2.04 1.78
H -1.48 0.79 0.80
H -0.05 1.03 1.93
H -2.10 1.07 3.34
H -1.22 -0.48 3.73
H -3.74 -0.16 1.78
H -2.76 -1.72 1.79
H -4.50 -0.58 4.23
H -4.79 -2.04 3.14
H 2.04 -1.84 0.82
H 3.13 -0.53 2.07
H 1.86 -0.92 3.01
H 1.38 0.99 -0.06
H 2.24 1.67 -1.93
H 3.51 0.60 -2.77
H 5.18 1.40 -0.74
H 3.73 2.19 1.10
H 4.32 3.77 0.30
H 2.58 3.13 -0.06
H 4.72 2.49 -3.27
H 3.82 5.03 -1.57
H 3.68 4.70 -3.44
H 2.53 3.85 -2.26
H 6.84 2.77 -1.57
H 6.10 4.40 -1.08
H 6.65 4.10 -2.86
C -1.94 -6.43 0.73
N -0.98 -5.67 -0.11
O -1.13 -4.45 -0.18
O -0.12 -6.31 -0.68
H -2.65 -5.73 1.17
H -2.45 -7.14 0.08
H -1.37 -6.94 1.50
*
```

Formula: C22H40N
Source: the OMol25 dataset
Level of theory: wB97M-V/def2-TZVPD

Properties
Frontier orbital gap ... 9.7354 eV
HOMO ... -0.442 Eh
Relative energy (zero: lowest compared OMol25 entry of this formula, charge and spin) ... 20.74 kJ/mol
Structure (SMILES) ... CCCCCCCCCCCCC[N+](C)(C)Cc1ccccc1
Electronic energy ... -24947.6997 eV

The geometry in ORCA input format:
```
! RIJCOSX wB97M-V def2-TZVPD def2/J DEFGRID3
* xyz 1 1
C -9.96 -0.52 -0.32
H -10.91 -0.91 -0.68
C -9.07 -1.66 0.16
C -7.76 -1.18 0.80
C -6.82 -0.51 -0.20
C -5.48 -0.14 0.45
C -4.53 0.53 -0.54
C -3.20 0.90 0.10
C -2.26 1.55 -0.91
C -0.95 2.06 -0.29
C -0.06 0.94 0.23
C 1.30 1.48 0.69
H 1.11 2.23 1.46
H 1.79 1.98 -0.15
C 2.20 0.40 1.30
C 2.71 -0.64 0.29
H 2.05 -0.64 -0.57
H 2.68 -1.63 0.75
N 4.10 -0.45 -0.22
C 4.33 -1.44 -1.29
H 4.17 -2.45 -0.91
H 5.35 -1.36 -1.66
H 3.64 -1.27 -2.11
C 4.28 0.89 -0.79
H 3.54 1.06 -1.58
H 5.27 0.99 -1.22
H 4.15 1.65 -0.03
C 5.10 -0.68 0.88
C 6.54 -0.53 0.47
C 7.17 0.70 0.55
C 8.50 0.83 0.19
C 9.21 -0.27 -0.27
C 8.59 -1.50 -0.34
C 7.26 -1.64 0.03
H 6.80 -2.61 0.00
H 9.14 -2.37 -0.67
H 10.24 -0.16 -0.55
H 8.98 1.80 0.26
H 6.63 1.56 0.93
H 4.93 -1.70 1.26
H 4.88 0.02 1.68
H 1.62 -0.12 2.06
H 3.03 0.88 1.82
H 0.07 0.20 -0.57
H -0.54 0.44 1.06
H -0.41 2.63 -1.05
H -1.18 2.74 0.53
H -2.77 2.40 -1.37
H -2.03 0.84 -1.71
H -2.74 0.00 0.51
H -3.38 1.59 0.93
H -5.01 1.43 -0.94
H -4.36 -0.15 -1.38
H -5.01 -1.04 0.85
H -5.67 0.54 1.29
H -7.28 0.39 -0.60
H -6.63 -1.19 -1.03
H -7.99 -0.48 1.60
H -7.25 -2.04 1.24
H -9.62 -2.25 0.90
H -8.84 -2.32 -0.68
H -10.16 0.17 0.50
H -9.49 0.03 -1.13
*
```

Formula: C22H41BrNP3SeSn
Source: the OMol25 dataset
Level of theory: wB97M-V/def2-TZVPD

Properties
Frontier orbital gap (spin up / spin down) ... 3.4975 / 3.4954 eV
HOMO (spin up / spin down) ... -0.710 / -0.710 Eh
Relative energy (zero: lowest compared OMol25 entry of this formula, charge and spin) ... 225.37 kJ/mol
Electronic energy ... -194009.7565 eV

The geometry in ORCA input format:
```
! RIJCOSX wB97M-V def2-TZVPD def2/J DEFGRID3
* xyz 4 1
Sn -0.33 -1.02 0.08
P 0.28 2.16 2.02
P -2.65 0.39 0.17
P 2.44 -0.24 -0.02
H -1.67 -2.72 -3.42
C -0.70 -2.63 -2.92
C -0.67 -2.62 -1.51
H -1.69 -3.02 -1.14
C 0.42 3.92 1.50
C -1.05 2.42 3.28
C 1.74 2.18 3.18
C -3.61 -0.38 -1.16
C -3.63 -0.15 1.63
C -3.21 2.10 -0.02
C 3.01 -1.31 -1.39
C 3.35 -0.95 1.43
C 3.45 1.25 -0.34
H 0.18 -2.94 -3.53
H 0.29 -3.11 -1.13
H 0.49 4.59 2.38
H -0.45 4.22 0.90
H 1.30 4.09 0.87
H -0.71 3.14 4.04
H -1.31 1.49 3.79
H -1.98 2.78 2.82
H 1.56 2.89 4.00
H 2.65 2.48 2.64
H 1.94 1.20 3.62
H -4.65 -0.01 -1.06
H -3.62 -1.48 -1.07
H -3.23 -0.13 -2.16
H -4.70 0.05 1.41
H -3.31 0.42 2.52
H -3.45 -1.22 1.78
H -4.32 2.10 -0.08
H -2.82 2.53 -0.96
H -2.89 2.76 0.81
H 4.10 -1.24 -1.41
H 2.61 -1.02 -2.36
H 2.73 -2.35 -1.20
H 4.22 -1.51 1.05
H 2.65 -1.61 1.97
H 3.66 -0.14 2.12
H 4.48 0.95 -0.63
H 3.51 1.90 0.55
H 3.01 1.83 -1.16
C 0.02 0.98 -4.19
C -0.49 -0.22 -4.75
C 0.09 -0.60 -5.96
C 0.91 0.29 -6.66
C 1.37 1.50 -6.11
C 1.01 1.79 -4.79
Se -0.15 1.37 -2.27
H 1.01 0.42 -2.29
H -1.24 -0.84 -4.22
H -0.07 -1.60 -6.38
H 1.22 0.06 -7.67
H 2.00 2.20 -6.67
H 1.46 2.63 -4.24
Br -1.24 -5.66 3.26
C -0.75 -3.85 3.63
C -0.53 -3.41 4.94
C -0.15 -2.09 5.20
C 0.00 -1.24 4.08
N -0.21 -1.65 2.83
C -0.60 -2.93 2.59
H -0.66 -4.13 5.75
H 0.04 -1.72 6.21
H 0.29 -0.18 4.22
H -0.78 -3.21 1.56
*
```